No. 1
Entry from the Open Molecules 2025 dataset: a structure of composition C25H16Cl3CuO2P (ωB97M-V/def2-TZVPD).

Results
HOMO-LUMO gap (alpha / beta)	6.3465 / 6.8887	eV
multiplicity	2
max |F|	1.20	eV/A
energy above the lowest of the compared OMol25 structures with the same formula, charge and spin	0.586	eV
LUMO energy (alpha / beta)	-0.484 / -0.594	eV
electronic energy	-4475.1481	hartree
total charge	0

```
48
C25H16Cl3CuO2P ωB97M-V/def2-TZVPD
Cu 1.59 0.60 0.48
O 3.68 -0.26 0.38
C 2.75 -1.02 0.35
C 2.28 -2.30 -0.05
C 3.08 -3.46 -0.01
C 2.47 -4.69 -0.17
C 1.09 -4.80 -0.39
C 0.31 -3.66 -0.46
C 0.90 -2.41 -0.32
P 0.14 -0.80 -0.42
C -0.08 -0.35 -2.16
C 0.00 1.01 -2.48
C -0.19 1.41 -3.80
C -0.44 0.47 -4.78
C -0.51 -0.88 -4.46
C -0.33 -1.29 -3.15
C -1.50 -0.87 0.33
C -2.66 -0.58 -0.38
C -3.89 -0.62 0.26
C -3.96 -0.95 1.60
C -2.80 -1.24 2.31
C -1.57 -1.20 1.68
H 4.14 -3.39 0.17
H 3.07 -5.58 -0.13
H 0.64 -5.78 -0.50
H -0.76 -3.74 -0.63
H 0.21 1.74 -1.71
H -0.13 2.46 -4.05
H -0.58 0.78 -5.81
H -0.70 -1.62 -5.23
H -0.37 -2.35 -2.90
H -2.60 -0.31 -1.43
H -4.79 -0.39 -0.29
H -4.92 -0.98 2.10
H -2.86 -1.49 3.36
H -0.67 -1.41 2.24
Cl 0.35 6.12 4.95
C 0.62 5.04 3.62
C 0.83 3.69 3.87
C 1.03 2.85 2.79
Cl 1.28 1.15 3.11
C 1.06 3.27 1.44
O 1.25 2.49 0.43
C 0.83 4.65 1.27
Cl 0.81 5.27 -0.34
C 0.62 5.53 2.32
H 0.83 3.31 4.87
H 0.45 6.57 2.13
```

No. 2
Entry from the Open Molecules 2025 dataset: a structure of composition C25H16F5N5OZr (ωB97M-V/def2-TZVPD).

Results
HOMO-LUMO gap	7.3603	eV
max |F|	0.30	eV/A
energy above the lowest of the compared OMol25 structures with the same formula, charge and spin	0.077	eV
LUMO energy	-7.207	eV
electronic energy	-1857.1684	hartree
total charge	+2

```
53
C25H16F5N5OZr ωB97M-V/def2-TZVPD
Zr 1.39 -0.89 0.05
F 0.81 1.94 2.63
C 0.85 0.67 3.04
C 1.00 -0.37 2.14
C 1.04 -1.63 2.69
F 1.25 -2.63 1.72
C 0.94 -1.96 4.02
F 0.99 -3.20 4.46
C 0.78 -0.88 4.88
F 0.67 -1.10 6.17
C 0.73 0.43 4.40
F 0.58 1.42 5.26
N -1.46 -3.79 -1.48
C -1.11 -2.62 -0.96
N 0.21 -2.44 -0.96
C 0.75 -3.61 -1.54
C 2.07 -3.98 -1.79
C 2.27 -5.21 -2.36
C 1.20 -6.06 -2.69
C -0.11 -5.71 -2.44
C -0.30 -4.46 -1.86
H -2.41 -4.12 -1.58
H -1.84 -1.90 -0.59
H 2.91 -3.34 -1.54
H 3.28 -5.54 -2.57
H 1.41 -7.02 -3.14
H -0.93 -6.36 -2.69
C 4.38 0.50 -1.46
C 3.28 -0.20 -0.78
O 3.48 -1.13 0.03
H 5.34 0.01 -1.31
H 4.42 1.51 -1.04
H 4.15 0.63 -2.52
N -5.65 7.12 1.32
C -4.87 6.35 0.97
C -3.90 5.39 0.53
C -2.79 5.12 1.33
C -1.85 4.19 0.91
C -2.05 3.55 -0.30
C -3.15 3.81 -1.11
C -4.08 4.74 -0.68
N -1.08 2.58 -0.73
C -0.39 2.58 -1.93
C 0.44 1.51 -1.90
N 0.27 0.84 -0.70
C -0.66 1.53 -0.02
H -2.66 5.64 2.27
H -0.97 3.99 1.51
H -3.28 3.28 -2.05
H -4.94 4.97 -1.29
H -0.54 3.35 -2.67
H 1.13 1.18 -2.66
H -1.03 1.31 0.96
```

No. 3
Entry from the Open Molecules 2025 dataset: a structure of composition C25H16FHfN4O3 (ωB97M-V/def2-TZVPD).

Results
HOMO-LUMO gap	6.5073	eV
max |F|	5.06	eV/A
LUMO energy	2.189	eV
electronic energy	-1554.9493	hartree
total charge	-1

```
50
C25H16FHfN4O3 ωB97M-V/def2-TZVPD
Hf -2.76 -16.28 1.17
C -9.33 -12.95 1.43
C -8.74 -14.35 1.12
C -9.86 -15.38 1.46
C -9.82 -15.65 2.97
C -8.51 -16.44 3.15
C -8.40 -17.61 3.88
C -7.15 -18.21 3.87
F -6.92 -19.40 4.60
C -6.12 -17.73 3.11
C -6.19 -16.46 2.55
C -4.96 -15.87 1.85
O -3.85 -16.03 2.79
C -5.19 -14.40 1.55
C -6.40 -13.88 1.55
N -7.56 -14.57 1.94
C -7.37 -15.83 2.52
C -4.05 -13.57 1.05
O -4.05 -12.35 0.84
O -2.93 -14.26 0.75
H -10.13 -12.66 0.73
H -8.46 -12.23 1.36
H -9.73 -12.80 2.47
H -8.50 -14.36 0.03
H -9.62 -16.31 0.94
H -10.80 -15.03 1.04
H -10.69 -16.08 3.38
H -9.67 -14.71 3.53
H -9.26 -17.98 4.42
H -5.26 -18.43 3.13
H -6.50 -12.91 1.02
N -0.95 -17.50 0.75
C 0.03 -18.21 0.66
C 1.14 -19.06 0.68
C 2.10 -18.83 1.67
N 3.09 -18.66 2.26
C 1.30 -20.19 -0.12
N 1.47 -21.12 -0.80
C -4.64 -16.84 0.74
C -5.81 -17.18 -0.08
C -6.28 -18.46 0.21
C -7.54 -18.97 -0.29
C -8.28 -18.14 -1.14
C -7.80 -16.85 -1.44
C -6.63 -16.41 -0.97
H -5.80 -19.06 0.94
H -7.94 -19.96 0.09
H -9.21 -18.49 -1.60
H -8.20 -16.30 -2.26
H -6.28 -15.39 -1.25
```

No. 4
Entry from the Open Molecules 2025 dataset: a structure of composition C25H17BrClF3N4O4SY (ωB97M-V/def2-TZVPD).

Results
HOMO-LUMO gap	6.7655	eV
max |F|	0.67	eV/A
energy above the lowest of the compared OMol25 structures with the same formula, charge and spin	0.000	eV
LUMO energy	2.228	eV
electronic energy	-5253.4083	hartree
total charge	-1

```
57
C25H17BrClF3N4O4SY ωB97M-V/def2-TZVPD
Y 0.97 -0.06 0.06
F 4.99 -3.65 1.86
C 4.82 -3.99 0.57
F 5.72 -3.30 -0.16
F 5.19 -5.30 0.48
C 3.42 -3.79 0.08
C 2.70 -4.87 -0.39
C 1.40 -4.71 -0.86
C 0.87 -3.44 -0.82
N 1.56 -2.40 -0.38
C 2.83 -2.50 0.08
S 3.57 -1.04 0.64
H 3.17 -5.84 -0.40
H 0.83 -5.55 -1.23
H -0.14 -3.23 -1.16
O 1.52 1.98 1.03
N 0.70 2.93 1.22
N -0.46 2.66 0.76
O -0.72 1.54 0.13
C -1.51 3.63 0.89
C -2.74 3.32 0.34
C -3.79 4.22 0.50
C -3.61 5.40 1.19
C -2.36 5.70 1.73
C -1.30 4.81 1.59
H -2.86 2.38 -0.18
H -4.76 3.97 0.08
H -4.43 6.10 1.31
H -2.21 6.62 2.27
H -0.33 5.03 2.02
Br -5.64 1.35 2.43
C -3.87 1.07 3.06
C -3.46 1.68 4.23
N -2.23 1.56 4.71
C -1.38 0.81 4.02
C -1.71 0.14 2.85
C -2.99 0.28 2.35
C -0.67 -0.60 2.05
O 0.54 -0.49 2.37
O -1.04 -1.16 0.98
H -4.16 2.31 4.78
H -0.36 0.73 4.40
H -3.26 -0.20 1.42
Cl -1.09 -0.56 -2.15
C 0.17 -1.00 -3.30
C -0.08 -2.03 -4.19
C 0.93 -2.47 -5.02
C 2.18 -1.86 -4.93
C 2.40 -0.82 -4.04
C 1.40 -0.33 -3.18
C 1.63 0.68 -2.16
H -1.06 -2.49 -4.20
H 0.76 -3.28 -5.71
H 2.99 -2.19 -5.56
H 3.38 -0.35 -3.99
H 0.89 1.49 -2.20
H 2.64 1.11 -2.24
```

No. 5
Entry from the Open Molecules 2025 dataset: a structure of composition C25H17N5O2PdS (ωB97M-V/def2-TZVPD).

Results
HOMO-LUMO gap	5.1607	eV
max |F|	1.29	eV/A
energy above the lowest of the compared OMol25 structures with the same formula, charge and spin	0.000	eV
LUMO energy	-8.853	eV
electronic energy	-1912.7007	hartree
total charge	+2

```
51
C25H17N5O2PdS ωB97M-V/def2-TZVPD
Pd 0.58 -0.35 -0.92
O 1.71 3.56 -1.09
C 1.68 2.37 -1.07
N 0.45 1.58 -1.13
C -0.74 2.09 -1.26
C -1.13 3.49 -1.23
C -2.43 3.78 -1.39
C -3.46 2.76 -1.61
C -3.18 1.45 -1.64
C -1.80 1.05 -1.45
N -1.31 -0.16 -1.40
C -2.09 -1.39 -1.49
O -3.26 -1.43 -1.69
C -1.23 -2.59 -1.30
C -1.78 -3.85 -1.29
C -0.94 -4.94 -1.13
C 0.42 -4.72 -1.00
C 0.90 -3.42 -1.01
N 0.09 -2.37 -1.15
C 2.88 1.50 -1.03
C 4.14 2.06 -1.02
C 5.24 1.21 -1.01
C 5.02 -0.16 -1.02
C 3.72 -0.64 -1.02
N 2.66 0.18 -1.02
H -0.39 4.25 -1.08
H -2.74 4.82 -1.35
H -4.48 3.08 -1.75
H -3.93 0.71 -1.81
H -2.85 -3.95 -1.42
H -1.34 -5.94 -1.12
H 1.12 -5.55 -0.90
H 1.96 -3.21 -0.91
H 4.24 3.14 -1.02
H 6.24 1.61 -0.99
H 5.85 -0.85 -1.03
H 3.52 -1.70 -1.03
S 1.43 -0.47 3.87
C 1.49 -0.57 2.17
N 0.41 -0.28 1.51
C -0.61 0.06 2.41
C -1.92 0.41 2.09
C -2.80 0.70 3.10
C -2.40 0.65 4.45
C -1.12 0.30 4.79
C -0.23 0.01 3.75
H 2.41 -0.86 1.68
H -2.25 0.44 1.06
H -3.82 0.98 2.86
H -3.12 0.88 5.22
H -0.81 0.26 5.82
```

No. 6
Entry from the Open Molecules 2025 dataset: a structure of composition C25H18AsBr2F6MnN2O10 (ωB97M-V/def2-TZVPD).

Results
HOMO-LUMO gap (alpha / beta)	5.6330 / 5.7321	eV
multiplicity	5
max |F|	2.57	eV/A
energy above the lowest of the compared OMol25 structures with the same formula, charge and spin	2.342	eV
LUMO energy (alpha / beta)	2.645 / 2.641	eV
electronic energy	-10959.7103	hartree
total charge	-2

```
65
C25H18AsBr2F6MnN2O10 ωB97M-V/def2-TZVPD
Mn 0.15 -0.74 0.36
O -3.92 -0.31 0.68
C -2.73 -0.20 0.93
O -1.76 -0.61 0.23
C -2.36 0.62 2.21
C -1.50 1.83 1.78
C -1.52 2.89 2.89
C -0.60 2.23 3.94
C -0.23 0.92 3.22
O -0.17 1.33 1.86
C -1.43 -0.04 3.25
C -0.95 -1.50 2.96
O -1.25 -2.36 3.77
O -0.21 -1.66 1.94
H -3.31 0.93 2.66
H -1.70 2.19 0.77
H -2.52 3.09 3.26
H -1.09 3.83 2.52
H -1.10 2.05 4.89
H 0.29 2.83 4.12
H 0.72 0.49 3.52
H -1.90 -0.09 4.24
C -3.89 2.43 -1.31
C -2.68 2.47 -2.18
C -2.71 3.23 -3.36
C -1.58 3.30 -4.14
C -0.43 2.57 -3.76
C 0.77 2.55 -4.48
Br 0.98 3.64 -6.03
C 1.84 1.78 -4.10
C 1.73 0.99 -2.96
Br 3.17 -0.10 -2.43
C 0.58 0.96 -2.15
O 0.52 0.21 -1.12
C -0.53 1.80 -2.56
N -1.62 1.81 -1.80
H -4.78 2.73 -1.86
H -3.76 3.10 -0.46
H -4.04 1.42 -0.91
H -3.61 3.76 -3.64
H -1.56 3.89 -5.04
H 2.76 1.77 -4.66
O 2.78 -2.46 1.38
C 2.75 -1.26 1.60
O 1.95 -0.43 1.03
C 3.67 -0.65 2.63
C 4.47 -1.48 3.40
C 5.28 -0.96 4.39
C 5.29 0.42 4.60
C 4.51 1.27 3.81
C 3.70 0.73 2.84
N 6.10 0.96 5.62
O 6.80 0.20 6.29
O 6.09 2.19 5.81
H 4.44 -2.54 3.21
H 5.91 -1.58 5.00
H 4.56 2.33 3.99
H 3.08 1.36 2.21
F -0.12 -2.48 -1.04
As -1.17 -2.50 -2.53
F -2.08 -2.70 -4.08
F -0.49 -4.10 -2.85
F -2.45 -3.22 -1.61
F 0.19 -1.77 -3.42
F -1.89 -0.93 -2.43
```

No. 7
Entry from the Open Molecules 2025 dataset: a structure of composition C25H18Cl2IN5O2SW (ωB97M-V/def2-TZVPD).

Results
HOMO-LUMO gap (alpha / beta)	6.5944 / 5.0228	eV
multiplicity	3
max |F|	0.69	eV/A
energy above the lowest of the compared OMol25 structures with the same formula, charge and spin	1.032	eV
LUMO energy (alpha / beta)	-6.993 / -8.896	eV
electronic energy	-3070.6280	hartree
total charge	+2

```
55
C25H18Cl2IN5O2SW ωB97M-V/def2-TZVPD
W 0.31 1.22 -1.00
N -4.31 1.60 -0.69
C -3.02 1.34 -0.81
S -1.86 2.52 -1.12
N -2.70 0.02 -0.69
N -1.45 -0.26 -0.94
C -1.15 -1.56 -0.84
C -2.10 -2.59 -0.46
C -1.72 -3.50 0.54
C -2.60 -4.49 0.94
C -3.84 -4.61 0.32
C -4.21 -3.73 -0.69
C -3.35 -2.71 -1.07
C 0.21 -1.90 -1.22
C 0.58 -3.21 -1.47
C 1.85 -3.47 -1.98
C 2.68 -2.40 -2.25
C 2.23 -1.11 -1.99
N 1.04 -0.86 -1.46
H -4.67 2.54 -0.76
H -4.95 0.84 -0.51
H -0.76 -3.40 1.02
H -2.32 -5.17 1.73
H -4.52 -5.39 0.62
H -5.16 -3.84 -1.19
H -3.64 -2.03 -1.86
H -0.12 -4.01 -1.30
H 2.16 -4.49 -2.18
H 3.66 -2.54 -2.68
H 2.85 -0.26 -2.22
Cl 3.87 0.77 5.44
C 2.85 0.68 4.06
C 1.52 0.24 4.22
C 0.67 0.15 3.14
Cl -0.94 -0.42 3.33
C 1.10 0.54 1.85
O 0.25 0.46 0.86
C 2.44 0.97 1.70
C 2.99 1.23 0.43
O 2.38 1.27 -0.67
C 3.31 1.03 2.82
H 1.17 -0.05 5.20
H 4.07 1.42 0.37
H 4.33 1.35 2.69
I 0.06 1.05 -3.72
C 0.82 3.22 -1.38
C 1.15 4.41 -2.00
C 1.33 5.49 -1.15
C 1.16 5.35 0.23
C 0.82 4.12 0.77
N 0.67 3.10 -0.08
H 1.26 4.48 -3.07
H 1.60 6.45 -1.55
H 1.30 6.20 0.89
H 0.66 3.95 1.82
```

No. 8
Entry from the Open Molecules 2025 dataset: a structure of composition C25H18Cl2IrN10O4 (ωB97M-V/def2-TZVPD).

Results
HOMO-LUMO gap (alpha / beta)	5.4446 / 5.1917	eV
multiplicity	2
max |F|	3.92	eV/A
energy above the lowest of the compared OMol25 structures with the same formula, charge and spin	4.370	eV
LUMO energy (alpha / beta)	-1.966 / -1.889	eV
electronic energy	-2836.4168	hartree
total charge	0

```
60
C25H18Cl2IrN10O4 ωB97M-V/def2-TZVPD
Ir 0.42 -0.08 0.00
C -2.66 -1.05 -0.83
N -1.30 -1.32 -1.28
C -1.01 -2.71 -1.60
C 0.46 -2.82 -1.83
N 1.23 -1.78 -2.03
C 2.47 -2.30 -2.37
C 3.63 -1.69 -2.84
C 4.70 -2.51 -3.14
C 4.65 -3.89 -2.99
C 3.49 -4.52 -2.58
C 2.41 -3.70 -2.29
N 1.11 -4.00 -1.97
C -2.71 0.36 -0.33
N -1.68 1.17 -0.38
C -2.12 2.38 0.10
C -1.48 3.61 0.23
C -2.20 4.65 0.78
C -3.53 4.50 1.18
C -4.19 3.30 1.03
C -3.48 2.25 0.47
N -3.82 0.95 0.17
H -2.91 -1.73 0.00
H -3.41 -1.19 -1.62
H -1.10 -0.75 -2.11
H -1.55 -3.05 -2.50
H -1.33 -3.36 -0.78
H 3.70 -0.63 -3.01
H 5.61 -2.06 -3.50
H 5.52 -4.48 -3.22
H 3.42 -5.59 -2.49
H 0.75 -4.92 -1.75
H -0.45 3.72 -0.08
H -1.72 5.61 0.91
H -4.05 5.34 1.62
H -5.22 3.18 1.34
H -4.70 0.50 0.35
O 1.69 1.14 -1.46
N 2.82 0.74 -1.08
O 3.82 1.22 -1.53
O 2.84 -0.18 -0.25
Cl -1.59 1.25 3.03
C -0.40 2.47 2.95
C -0.54 3.63 3.66
C 0.44 4.62 3.59
C 1.56 4.44 2.79
C 1.72 3.28 2.06
Cl 3.07 3.04 1.05
C 0.72 2.24 2.08
N 0.85 1.19 1.35
H -1.41 3.77 4.29
H 0.33 5.52 4.17
H 2.33 5.20 2.73
O -0.26 -1.22 1.65
N -1.08 -2.18 1.67
C -0.86 -3.48 1.51
C 0.39 -4.07 1.28
N 1.39 -4.59 1.01
C -1.96 -4.34 1.46
N -2.85 -5.07 1.36
```

No. 9
Entry from the Open Molecules 2025 dataset: a structure of composition C25H18CuNO5Si (ωB97M-V/def2-TZVPD).

Results
HOMO-LUMO gap	5.9436	eV
max |F|	0.11	eV/A
energy above the lowest of the compared OMol25 structures with the same formula, charge and spin	0.000	eV
LUMO energy	4.567	eV
electronic energy	-3324.5598	hartree
total charge	-2

```
51
C25H18CuNO5Si ωB97M-V/def2-TZVPD
Cu 0.21 0.13 0.10
O 2.88 -0.17 -5.49
C 2.24 -0.07 -4.28
C 2.26 1.10 -3.54
C 1.60 1.13 -2.33
N 0.95 0.06 -1.85
C 0.93 -1.06 -2.57
C 1.56 -1.17 -3.79
C 0.13 -2.27 -2.01
O 0.21 -3.31 -2.70
O -0.49 -2.07 -0.95
C 1.58 2.44 -1.51
O 2.25 3.38 -2.00
O 0.89 2.42 -0.47
H 3.30 0.69 -5.66
H 2.76 2.01 -3.87
H 1.51 -2.11 -4.32
C -0.60 -4.30 4.21
C -0.25 -4.14 2.88
C -0.06 -2.86 2.36
C -0.22 -1.72 3.15
C -0.60 -1.91 4.48
C -0.79 -3.18 5.01
Si 0.05 0.01 2.34
C 1.61 0.71 3.23
C 2.16 1.88 2.69
C 3.26 2.49 3.27
C 3.86 1.95 4.39
C 3.35 0.78 4.94
C 2.23 0.17 4.36
C -1.34 1.00 3.25
C -1.14 1.83 4.36
C -2.19 2.50 4.98
C -3.48 2.35 4.51
C -3.72 1.53 3.41
C -2.66 0.87 2.79
H -0.75 -5.30 4.62
H -0.12 -5.00 2.24
H 0.18 -2.74 1.30
H -0.78 -1.05 5.11
H -1.09 -3.30 6.05
H 1.71 2.30 1.79
H 3.66 3.40 2.82
H 4.73 2.42 4.84
H 3.81 0.33 5.81
H 1.85 -0.75 4.80
H -0.13 1.96 4.74
H -1.99 3.14 5.83
H -4.30 2.87 4.99
H -4.73 1.41 3.03
H -2.85 0.25 1.93
```

Number 1: molecular weight 549.280 g/mol. Number 2: molecular weight 588.651 g/mol. Number 3: molecular weight 617.916 g/mol. Number 4: molecular weight 730.759 g/mol. Number 5: molecular weight 557.931 g/mol. Number 6: molecular weight 910.079 g/mol. Number 7: molecular weight 834.169 g/mol. Number 8: molecular weight 785.608 g/mol. Number 9: molecular weight 504.053 g/mol.